[1]
# C29H60N3O2P

3 unconnected molecules or ions with the total composition C29H60N3O2P (ωB97M-V/def2-TZVPD, the Open Molecules 2025 dataset).

The geometry in XYZ format:
```
95
Properties=species:S:1:pos:R:3:forces:R:3:lowdin_charge:R:1
N -6.6659 4.9477 3.8887 0.228 -0.485 -0.418 -0.29
P -5.7049 4.3301 2.8291 -1.095 1.174 0.852 0.68
O -4.4023 5.3513 2.5305 -0.510 -2.143 -1.130 -0.17
C -3.4640 4.7955 1.6443 0.533 1.483 0.331 -0.59
O -2.3209 5.1495 1.7402 -0.606 -0.655 -0.072 0.12
N -3.9915 3.9001 0.6995 0.991 0.353 0.483 0.02
C -2.9800 3.0873 0.0044 -0.689 -1.425 -1.161 -0.19
C -2.8291 1.6839 0.6693 0.056 1.057 0.169 -0.17
C -2.0679 1.8369 2.0161 0.576 0.069 -0.628 -0.18
C -1.2090 0.6167 2.4458 -0.919 -0.203 0.462 -0.19
C -1.8203 -0.7963 2.1611 1.312 -0.613 0.728 -0.19
C -0.7800 -1.6829 1.3497 -1.455 1.094 0.513 -0.19
C -0.7308 -1.1396 -0.0944 0.666 -0.486 0.401 -0.21
C 0.4187 -1.7178 -0.9687 -0.520 0.255 0.014 -0.20
C 1.6973 -0.8475 -0.9448 0.071 -0.592 -0.603 -0.21
C 1.4958 0.5751 -1.5331 0.903 0.185 0.306 -0.19
C 1.2669 1.6880 -0.4559 -0.555 -0.002 -0.809 -0.17
C 2.4077 2.7481 -0.3593 -1.100 -0.593 0.191 -0.12
N 2.1974 3.6002 0.7994 -0.200 0.987 0.797 -0.12
C 1.1620 4.4792 0.9998 -1.406 0.608 -0.417 -0.14
C 1.2451 5.0934 2.2222 1.246 -0.547 0.618 -0.08
C 2.4615 4.5731 2.8479 -1.416 0.423 -0.907 -0.08
C 2.9633 3.6991 1.9247 1.801 -1.172 0.563 -0.14
H -7.5837 5.0535 3.4616 0.104 0.288 0.288 -0.04
H -6.3988 4.1053 1.6206 0.545 -0.133 -0.034 0.01
H -5.1383 3.1012 3.2231 0.408 0.362 -0.327 0.02
H -4.6547 4.3369 0.0712 -0.089 -0.030 0.247 0.13
H -2.0153 3.5897 -0.1572 -0.323 0.009 0.434 0.11
H -3.3909 2.8806 -1.0040 0.131 0.313 0.379 0.12
H -2.3204 1.0298 -0.0537 0.028 0.216 0.361 0.09
H -3.8497 1.2780 0.8004 0.445 0.083 0.030 0.11
H -1.3629 2.6807 1.8775 -0.297 -0.295 0.192 0.10
H -2.7727 2.1788 2.7957 0.264 -0.406 -0.160 0.10
H -0.2041 0.6636 1.9982 -0.428 0.136 0.031 0.08
H -1.0511 0.6921 3.5374 0.073 0.046 -0.468 0.11
H -1.9289 -1.2992 3.1422 -0.194 0.192 -0.423 0.09
H -2.8246 -0.7950 1.7108 0.433 0.149 -0.129 0.10
H -1.1412 -2.7217 1.4290 0.406 0.199 -0.379 0.10
H 0.1760 -1.5881 1.8980 -0.222 -0.167 -0.455 0.11
H -0.5631 -0.0529 -0.0268 -0.272 -0.358 -0.117 0.06
H -1.7320 -1.2954 -0.5355 0.468 0.002 0.002 0.12
H 0.6616 -2.7537 -0.6700 -0.146 0.377 -0.070 0.11
H 0.0366 -1.7631 -2.0069 0.401 -0.036 0.307 0.11
H 2.4385 -1.3764 -1.5768 -0.268 0.227 0.264 0.10
H 2.1582 -0.8307 0.0623 -0.360 0.217 -0.316 0.12
H 2.4281 0.8222 -2.0793 -0.398 -0.003 0.179 0.09
H 0.7099 0.5645 -2.3097 0.170 -0.006 0.456 0.11
H 1.0569 1.2038 0.5088 0.377 0.400 -0.149 0.09
H 0.3441 2.2332 -0.7385 0.324 -0.149 0.348 0.10
H 2.3370 3.3856 -1.2549 0.485 -0.364 0.147 0.12
H 3.3720 2.2291 -0.2687 -0.154 0.447 -0.098 0.13
H 0.3610 4.6685 0.2832 0.451 -0.369 0.006 0.11
H 0.5476 5.8095 2.6510 0.176 -0.262 -0.308 0.09
H 2.8573 4.8141 3.8317 -0.043 -0.135 -0.424 0.09
H 3.8712 3.0935 2.0094 -0.404 0.229 -0.098 0.12
C -0.2673 -8.9979 3.3709 -0.145 -0.033 0.024 -0.11
C -1.1536 -7.9079 2.7772 0.135 -0.031 -0.075 -0.27
C -0.4537 -6.5533 2.6698 -0.075 0.058 -0.007 -0.23
C -0.0171 -5.9435 4.0037 0.036 -0.069 0.036 -0.23
C -1.1423 -5.7337 5.0171 0.060 0.137 -0.064 -0.27
C -2.2113 -4.7597 4.5343 -0.078 -0.084 0.092 -0.11
H 0.0376 -8.7598 4.3912 0.024 -0.010 -0.018 0.06
H -0.8023 -9.9487 3.4018 0.060 -0.014 0.010 0.07
H 0.6326 -9.1376 2.7679 0.016 0.013 0.040 0.07
H -2.0715 -7.8189 3.3648 0.009 0.037 -0.006 0.10
H -1.4618 -8.2173 1.7745 -0.044 0.025 0.023 0.10
H -1.1155 -5.8553 2.1482 0.018 0.013 0.012 0.09
H 0.4302 -6.6599 2.0322 -0.015 -0.020 0.003 0.11
H 0.4633 -4.9801 3.8022 -0.021 0.003 0.019 0.11
H 0.7537 -6.5715 4.4589 0.007 -0.006 -0.028 0.10
H -0.7068 -5.3447 5.9417 -0.004 -0.049 0.002 0.10
H -1.6066 -6.6891 5.2769 0.033 -0.010 -0.018 0.10
H -1.7775 -3.7818 4.3111 -0.006 -0.011 -0.018 0.06
H -2.9745 -4.6250 5.3029 -0.014 0.067 -0.053 0.07
H -2.7118 -5.1208 3.6341 0.004 0.016 0.001 0.07
C 2.9376 3.0571 -4.3708 0.162 0.041 0.038 -0.12
C 3.3378 3.1045 -5.8408 -0.153 0.055 0.016 -0.27
C 2.4293 2.2640 -6.7375 0.059 -0.019 -0.071 -0.23
C 2.4302 0.7641 -6.4324 -0.011 0.006 0.085 -0.23
C 3.8006 0.0910 -6.5054 -0.075 -0.045 -0.111 -0.27
C 4.4288 0.1522 -7.8938 0.109 -0.029 0.107 -0.11
H 3.0034 2.0457 -3.9664 -0.029 0.006 -0.011 0.05
H 3.5980 3.6896 -3.7740 -0.051 -0.001 0.030 0.07
H 1.9135 3.4138 -4.2343 -0.005 -0.041 0.013 0.08
H 4.3798 2.7916 -5.9492 -0.018 -0.021 -0.025 0.10
H 3.2942 4.1428 -6.1812 0.043 -0.022 -0.020 0.11
H 2.7168 2.4252 -7.7803 -0.014 -0.024 0.004 0.10
H 1.4025 2.6343 -6.6501 0.019 0.014 0.014 0.11
H 1.7531 0.2682 -7.1356 0.023 -0.012 0.003 0.11
H 2.0062 0.5920 -5.4384 -0.015 0.023 -0.002 0.09
H 3.6859 -0.9585 -6.2199 0.012 0.027 0.042 0.10
H 4.4829 0.5335 -5.7740 -0.035 0.010 0.014 0.10
H 3.7850 -0.3299 -8.6328 0.001 0.046 -0.013 0.08
H 5.3903 -0.3642 -7.8985 -0.015 0.012 -0.063 0.07
H 4.6071 1.1804 -8.2125 -0.015 -0.015 -0.024 0.06
```
Positions in Å, forces in eV/Å.

Calculated values
E (eV): -48899.9666
SMILES: N=[PH2]OC(=O)NCCCCCCCCCCCCn1cccc1.CCCCCC.CCCCCC
Total charge: 0
HOMO (eV): -8.1
LUMO level (eV): 0.34

***

[2]
# C29H61CaN7OSi

A molecular structure, C29H61CaN7OSi (ωB97M-V/def2-TZVPD, the Open Molecules 2025 dataset).

The geometry in XYZ format:
```
100
Properties=species:S:1:pos:R:3:forces:R:3:lowdin_charge:R:1
Ca 0.1041 0.2100 0.0323 0.576 0.346 -0.091 1.17
C -0.8255 -5.0564 1.4811 -0.005 0.019 -0.013 -0.05
N 0.2184 -4.3273 0.7760 0.038 0.027 -0.010 -0.08
C 1.0533 -5.1847 -0.0687 -0.007 0.003 0.003 -0.14
C 1.7369 -4.1892 -0.9867 -0.020 -0.006 0.030 -0.12
N 0.7177 -3.1629 -1.0665 -0.040 0.017 0.067 -0.09
C 0.9227 -2.0008 -1.8960 0.120 0.037 0.040 -0.06
C -0.0104 -3.1317 0.0967 -0.023 0.109 -0.006 -0.36
N -0.7141 -2.1012 0.4307 -0.023 -0.174 -0.017 0.01
C -1.5361 -2.1087 1.6376 0.035 -0.031 -0.031 -0.24
C -2.0927 -0.7083 1.8784 0.061 0.009 -0.035 -0.24
N -1.0393 0.2592 2.1700 -0.068 0.089 0.132 -0.02
C -0.5629 0.4310 3.3600 0.113 -0.075 -0.089 -0.35
N 0.3605 1.4085 3.6202 -0.052 0.027 -0.009 -0.10
C 1.0438 2.1452 2.5788 -0.016 -0.051 0.021 -0.03
C 1.0113 1.1657 4.8905 0.003 0.008 -0.011 -0.13
C -0.0841 0.4212 5.6280 0.001 -0.023 0.001 -0.13
N -0.7674 -0.2727 4.5395 -0.021 -0.023 0.024 -0.08
C -1.9790 -0.9753 4.9159 -0.002 -0.001 -0.011 -0.05
H -0.3848 -5.9813 1.8506 -0.001 0.002 0.003 0.09
H -1.6608 -5.3169 0.8211 -0.005 0.001 -0.005 0.10
H -1.2031 -4.5102 2.3368 -0.005 0.019 0.004 0.06
H 0.4245 -5.8741 -0.6460 0.003 -0.002 -0.001 0.13
H 1.7469 -5.7630 0.5399 0.003 -0.003 0.000 0.12
H 1.9605 -4.5987 -1.9708 -0.003 -0.005 -0.004 0.13
H 2.6599 -3.7956 -0.5439 0.014 0.012 0.003 0.12
H 1.2459 -2.3230 -2.8849 -0.025 -0.012 -0.019 0.10
H 1.6954 -1.3327 -1.4943 -0.009 -0.024 -0.042 0.07
H -0.0208 -1.4699 -2.0241 -0.036 0.027 0.008 0.04
H -0.9455 -2.4072 2.5139 0.000 -0.007 -0.019 0.11
H -2.3848 -2.7953 1.5420 0.016 -0.009 -0.002 0.12
H -2.8717 -0.7344 2.6388 -0.028 0.004 -0.030 0.10
H -2.5902 -0.3868 0.9554 0.032 0.014 0.011 0.10
H 0.3136 2.5129 1.8598 -0.048 0.025 -0.049 0.07
H 1.8104 1.5588 2.0622 -0.002 0.017 0.011 0.06
H 1.5175 3.0162 3.0297 0.012 0.006 0.009 0.10
H 1.2925 2.1010 5.3724 0.002 0.000 0.000 0.13
H 1.9084 0.5452 4.7679 -0.007 -0.001 -0.008 0.12
H -0.7649 1.1193 6.1316 0.000 0.001 -0.004 0.13
H 0.2942 -0.2932 6.3579 -0.003 0.002 0.001 0.12
H -1.8133 -1.4033 5.9037 0.003 0.005 0.007 0.09
H -2.1976 -1.7974 4.2401 0.005 0.012 0.033 0.07
H -2.8505 -0.3143 4.9748 0.002 0.001 -0.008 0.10
C 4.8576 -2.3849 2.5468 -0.054 0.016 0.004 -0.07
C 4.4413 -1.1587 1.7293 -0.015 -0.064 -0.039 -0.59
C 4.6775 0.1049 2.5658 -0.043 -0.029 -0.028 -0.05
C 5.2868 -1.1012 0.4484 -0.072 -0.008 0.034 -0.05
C 2.9702 -1.3012 1.3757 0.131 0.278 -0.176 -0.14
H 5.9144 -2.3271 2.8166 -0.015 0.014 -0.010 0.08
H 4.7054 -3.3057 1.9770 0.000 0.002 0.004 0.08
H 4.2754 -2.4580 3.4700 0.012 -0.002 -0.019 0.08
H 5.7392 0.2030 2.8075 -0.001 -0.003 -0.003 0.08
H 4.1225 0.0499 3.5065 -0.005 0.018 -0.008 0.07
H 4.3575 0.9875 2.0155 -0.017 0.038 -0.014 0.07
H 6.3452 -0.9941 0.7000 -0.002 0.005 0.008 0.08
H 4.9811 -0.2597 -0.1696 -0.019 0.027 -0.030 0.07
H 5.1702 -2.0231 -0.1287 -0.004 0.031 -0.001 0.08
H 2.4474 -2.2015 1.7132 -0.006 0.184 -0.089 0.10
O 2.7132 0.6670 0.2101 -0.582 -0.276 -0.056 -0.30
N 2.2478 -0.4818 0.6879 0.122 -0.594 0.524 -0.31
C -3.4541 -0.2837 -2.3005 -0.059 -0.007 0.024 -0.14
C -2.6364 0.6081 -3.2499 0.008 0.010 0.006 -0.65
C -3.6118 1.4184 -4.1121 -0.016 0.035 -0.029 -0.10
C -1.9009 -0.3541 -4.1932 -0.015 0.006 0.010 -0.12
Si -1.3647 1.6603 -2.1670 0.022 -0.046 -0.010 0.77
C -2.3972 3.1431 -1.3737 -0.035 -0.013 -0.006 -0.65
C -2.6924 4.3358 -2.2893 -0.040 -0.007 -0.018 -0.10
C -3.7378 2.6207 -0.8381 -0.020 0.087 0.071 -0.13
C -1.6490 3.6583 -0.1328 -0.040 -0.007 -0.030 -0.14
C -0.0113 2.4205 -3.3796 0.000 0.023 -0.008 -0.65
C 0.7772 3.5262 -2.6629 -0.022 -0.023 0.024 -0.12
C -0.5263 2.9969 -4.7039 0.002 -0.007 -0.009 -0.10
C 1.0267 1.3307 -3.6980 0.000 0.007 -0.001 -0.13
H -4.1493 -0.9087 -2.8771 0.008 -0.009 -0.009 0.08
H -4.0451 0.2907 -1.5852 0.050 -0.152 -0.118 0.04
H -2.8014 -0.9525 -1.7295 0.014 -0.012 -0.005 0.05
H -4.2485 0.7408 -4.6972 -0.006 0.000 0.000 0.08
H -3.0881 2.0655 -4.8180 -0.040 -0.016 0.016 0.06
H -4.2748 2.0469 -3.5162 0.038 -0.035 -0.081 0.05
H -2.6279 -1.0244 -4.6701 0.003 0.001 -0.004 0.08
H -1.1846 -0.9842 -3.6598 -0.009 0.021 -0.022 0.05
H -1.3643 0.1615 -4.9902 -0.017 0.013 0.013 0.06
H -3.2246 4.0381 -3.1948 0.006 0.007 0.025 0.06
H -1.7832 4.8529 -2.5953 -0.015 0.005 -0.010 0.06
H -3.3193 5.0690 -1.7637 -0.003 -0.002 -0.001 0.08
H -4.4329 2.3363 -1.6284 0.043 0.053 0.100 0.06
H -4.2256 3.4024 -0.2409 0.006 0.013 0.005 0.08
H -3.5948 1.7532 -0.1854 -0.002 0.057 0.022 0.06
H -0.6274 3.9796 -0.3382 0.040 0.005 -0.058 0.06
H -1.6158 2.8781 0.6343 0.042 -0.017 0.038 0.04
H -2.1863 4.5115 0.3026 0.012 0.012 0.002 0.08
H 0.1811 4.4205 -2.4815 0.006 -0.007 0.031 0.06
H 1.6334 3.8251 -3.2808 0.000 0.007 0.004 0.08
H 1.1795 3.1793 -1.7054 -0.010 0.001 0.010 0.07
H -1.2643 3.7848 -4.5478 0.006 -0.001 -0.010 0.06
H -0.9854 2.2366 -5.3385 0.032 0.000 0.025 0.06
H 0.3050 3.4331 -5.2738 0.003 -0.003 -0.002 0.08
H 1.5405 1.0003 -2.7892 -0.002 -0.009 0.010 0.05
H 1.7963 1.7335 -4.3696 -0.004 -0.001 0.001 0.08
H 0.5943 0.4560 -4.1833 -0.005 -0.018 -0.003 0.05
```
Positions in Å, forces in eV/Å.

Calculated values
E (eV): -69858.0107
ΔE to the lowest compared entry with this formula, charge and spin (kJ/mol): 0.0
Total charge: 0
HOMO (eV): -6.0
LUMO level (eV): 0.25